A 10-piece molecular cluster, C28H66FN5O11PS overall. Source: the Open Molecules 2025 dataset; level of theory: ωB97M-V/def2-TZVPD.

Results
**HOMO-LUMO gap**: 7.1209 eV
**Total charge**: +1
**Relative energy (zero: lowest compared OMol25 entry of this formula, charge and spin)**: 154.0 kcal/mol
**2S+1**: 1

Each atom is followed by the atoms it is bonded to, with distances in Å.
Geometry (Å):
1 C -0.8988 -5.4163 0.4639  C2 1.625, H39 1.140, H40 1.144, H41 1.148
2 C 0.5282 -4.7578 0.8779  C1 1.625, C3 1.606, H42 1.153, H43 1.140
3 C 1.0600 -3.9132 -0.3799  C2 1.606, C4 1.633, H44 1.155, H45 1.158
4 C 0.5432 -2.3645 -0.3892  C3 1.633, C5 1.602, H46 1.154, H47 1.142
5 C 1.0185 -1.5772 0.9225  C4 1.602, C6 1.623, H48 1.157, H49 1.149
6 C 1.0733 0.0361 0.7550  C5 1.623, C7 1.633, C19 1.634, C30 1.595
7 C -0.4706 0.4414 0.4121  C6 1.633, O8 1.470, H50 1.145, H51 1.142
8 O -1.3491 0.0426 1.5215  C7 1.470, C9 1.425
9 C -2.5873 -0.4677 1.0349  O8 1.425, C10 1.573, C15 1.546
10 C -2.8650 -1.9929 1.3004  C9 1.573, C11 1.569, H52 1.146
11 C -4.2146 -2.6598 0.8585  C10 1.569, C12 1.621, C13 1.575
12 C -4.4206 -4.2248 1.2268  C11 1.621, H53 1.139, H54 1.139, H55 1.159
13 C -5.3529 -1.8565 0.1249  C11 1.575, C14 1.560, H56 1.137
14 C -5.0420 -0.3479 -0.1240  C13 1.560, C15 1.565, H57 1.149
15 C -3.7026 0.3295 0.3197  C9 1.546, C14 1.565, C16 1.598
16 C -3.5514 1.8953 0.0402  C15 1.598, C17 1.606, C18 1.635, H58 1.158
17 C -2.8157 2.2476 -1.3432  C16 1.606, H59 1.157, H60 1.156, H61 1.141
18 C -2.9256 2.7159 1.3078  C16 1.635, H62 1.143, H63 1.166, H64 1.157
19 C 1.2985 0.5998 2.2723  C6 1.634, C20 1.602, H65 1.155, H66 1.139
20 C 2.7387 1.3010 2.3010  C19 1.602, C21 1.636, H67 1.147, H68 1.156
21 C 3.8991 0.4602 1.5126  C20 1.636, N22 1.492, P23 1.945, N25 1.506
22 N 4.1628 -0.8739 2.1253  C21 1.492, H69 1.038, H70 1.033
23 P 5.4753 1.5194 1.9332  C21 1.945, N24 1.623, H71 1.430, H72 1.449
24 N 5.0952 3.0898 2.0859  P23 1.623, H73 1.034
25 N 3.5853 0.4401 0.0397  C21 1.506, C26 1.505, C30 1.507, H74 1.050
26 C 4.2372 -0.6451 -0.7733  N25 1.505, F27 1.421, C28 1.600, H75 1.159
27 F 3.6912 -1.9473 -0.6158  C26 1.421
28 C 5.8267 -0.7698 -0.6382  C26 1.600, C29 1.629, H76 1.153, H77 1.148
29 C 6.2985 -2.1505 -1.3638  C28 1.629, H78 1.155, H79 1.140, H80 1.139
30 C 2.1268 0.5688 -0.3182  C6 1.595, N25 1.507, C31 1.634, H81 1.159
31 C 1.7454 2.0546 -0.8803  C30 1.634, C32 1.631, H82 1.140, H83 1.154
32 C 0.9028 1.8800 -2.2661  C31 1.631, S33 1.860, H84 1.159, H85 1.138
33 S 0.4854 3.5532 -2.9622  C32 1.860, C34 1.839
34 C -1.0639 3.4058 -3.9412  S33 1.839, N35 1.428, O38 1.423
35 N -2.0142 4.3651 -4.4067  C34 1.428, N36 1.382
36 N -2.9410 3.5527 -5.0313  N35 1.382, C37 1.426
37 C -2.6120 2.1669 -4.9548  N36 1.426, O38 1.426, H86 1.138
38 O -1.3762 2.0528 -4.2527  C34 1.423, C37 1.426
39 H -1.4746 -5.6165 1.4278  C1 1.140
40 H -1.4467 -4.7478 -0.2857  C1 1.144
41 H -0.7545 -6.4312 -0.0539  C1 1.148
42 H 1.2489 -5.6489 1.0023  C2 1.153
43 H 0.4884 -4.1585 1.8469  C2 1.140
44 H 2.2008 -3.9824 -0.5445  C3 1.155
45 H 0.5958 -4.3846 -1.3302  C3 1.158
46 H -0.6075 -2.4231 -0.4523  C4 1.154
47 H 0.9015 -1.9316 -1.3830  C4 1.142
48 H 0.2785 -1.8834 1.7581  C5 1.157
49 H 2.0206 -2.0320 1.2527  C5 1.149
50 H -0.6223 1.5732 0.3236  C7 1.145
51 H -0.8451 -0.0217 -0.5622  C7 1.142
52 H -2.1026 -2.6520 1.8460  C10 1.146
53 H -5.1562 -4.7486 0.5323  C12 1.139
54 H -3.4338 -4.7756 1.3719  C12 1.139
55 H -4.9288 -4.2080 2.2686  C12 1.159
56 H -6.3499 -2.3117 -0.1792  C13 1.137
57 H -5.8459 0.3038 -0.6240  C14 1.149
58 H -4.6291 2.3062 -0.0588  C16 1.158
59 H -2.4864 3.3553 -1.2871  C17 1.157
60 H -3.5349 2.1566 -2.2441  C17 1.156
61 H -1.9220 1.5627 -1.5292  C17 1.141
62 H -1.8691 3.0931 1.0903  C18 1.143
63 H -3.6612 3.5662 1.6170  C18 1.166
64 H -2.9166 1.9925 2.2108  C18 1.157
65 H 0.5306 1.4171 2.5497  C19 1.155
66 H 1.3122 -0.2739 3.0035  C19 1.139
67 H 3.1216 1.4470 3.3720  C20 1.147
68 H 2.6250 2.3200 1.7669  C20 1.156
69 H 3.5835 -0.9085 2.9855  N22 1.038
70 H 5.1498 -0.9264 2.4250  N22 1.033
71 H 6.4665 1.4548 0.9044  P23 1.430
72 H 5.9607 1.1201 3.2387  P23 1.449
73 H 5.3048 3.4111 3.0458  N24 1.034
74 H 4.0377 1.3162 -0.3213  N25 1.050
75 H 4.0505 -0.3546 -1.8797  C26 1.159
76 H 6.3375 0.1516 -1.1076  C28 1.153
77 H 6.2018 -0.8544 0.4436  C28 1.148
78 H 6.1094 -2.9974 -0.6011  C29 1.155
79 H 5.6637 -2.3880 -2.2798  C29 1.140
80 H 7.4198 -2.1448 -1.5622  C29 1.139
81 H 1.9818 -0.1028 -1.2522  C30 1.159
82 H 2.6534 2.6844 -1.1611  C31 1.140
83 H 1.1588 2.6697 -0.0990  C31 1.154
84 H 1.6591 1.3975 -2.9999  C32 1.159
85 H 0.0265 1.1598 -2.1682  C32 1.138
86 H -3.1619 1.2434 -5.3299  C37 1.138
87 O -5.3575 3.9158 2.5939  H88 0.965, H89 0.966
88 H -5.2709 3.4160 3.4144  O87 0.965
89 H -5.8638 4.6975 2.8508  O87 0.966
90 O 1.9913 -0.2008 -5.4539  H91 0.965, H92 0.966
91 H 2.0797 -0.6952 -4.6298  O90 0.965
92 H 1.4897 0.5848 -5.2017  O90 0.966
93 O 2.7580 5.0129 -5.4604  H94 0.965, H95 0.966
94 H 3.5370 4.4484 -5.3876  O93 0.965
95 H 2.0365 4.4612 -5.1305  O93 0.966
96 O -7.1726 4.8871 4.8187  H97 0.966, H98 0.966
97 H -7.0878 4.3870 5.6406  O96 0.966
98 H -7.6788 5.6696 5.0729  O96 0.966
99 O 1.5410 7.5478 -6.4542  H100 0.965, H101 0.967
100 H 2.2484 8.1479 -6.7182  O99 0.965
101 H 1.9707 6.9325 -5.8445  O99 0.967
102 O -3.5312 -0.5842 -3.3316  H103 0.965, H104 0.966
103 H -2.8195 0.0115 -3.5946  O102 0.965
104 H -3.1067 -1.1994 -2.7197  O102 0.966
105 O 3.0089 -6.6920 1.9535  H106 0.965, H107 0.966
106 H 3.7115 -6.0858 1.6894  O105 0.965
107 H 3.4430 -7.3014 2.5647  O105 0.966
108 O 2.9352 -7.0858 4.6877  H109 0.966, H110 0.965
109 H 3.0305 -7.5807 5.5113  O108 0.966
110 H 2.4269 -6.3059 4.9406  O108 0.965
111 O -9.4607 2.6921 4.6837  H112 0.967, H113 0.965
112 H -8.7506 3.2973 4.4301  O111 0.967
113 H -9.0369 2.0746 5.2921  O111 0.965